Record 1
Density functional theory data (wB97M-V/def2-TZVPD) for a structure of composition C23H15BF4I2NOV.

Output
LUMO energy (spin up / spin down) ... -8.86 / -8.86 eV
ΔE to the lowest compared entry with this formula, charge and spin ... 0.0 kcal/mol
Total energy ... -2978.77360 Eh
Kohn-Sham gap (spin up / spin down) ... 0.1921 / 0.1921 Eh

Geometry as ORCA input:
```
! wB97M-V def2-TZVPD RIJCOSX def2/J DEFGRID3
* xyz 2 1
V 0.21 -0.08 -1.60
I 4.91 1.58 -0.93
C 4.08 -0.23 -0.44
C 4.85 -1.25 0.19
C 4.34 -2.48 0.51
I 5.57 -3.88 1.40
C 2.97 -2.79 0.22
C 2.32 -4.02 0.45
C 1.00 -4.17 0.07
C 0.32 -3.10 -0.52
N 0.89 -1.92 -0.73
C 2.20 -1.78 -0.38
C 2.78 -0.55 -0.70
O 1.87 0.26 -1.38
H 5.89 -1.03 0.41
H 2.86 -4.84 0.89
H 0.48 -5.11 0.22
H -0.70 -3.22 -0.84
F -0.39 0.91 -2.93
B -0.96 -1.06 -4.40
F -0.48 -1.55 -3.22
F -0.11 -0.80 -5.34
F -2.25 -0.93 -4.52
C -1.07 3.62 4.22
C -1.93 2.70 3.60
C -1.53 2.06 2.46
C -0.25 2.32 1.91
C 0.62 3.24 2.57
C 0.20 3.89 3.71
C 0.23 1.73 0.73
C -0.46 0.87 -0.12
C -1.84 0.66 -0.47
C -2.19 -0.67 -0.80
C -3.38 -0.95 -1.47
C -4.23 0.09 -1.78
C -3.90 1.42 -1.44
C -2.72 1.71 -0.81
H -1.39 4.13 5.11
H -2.90 2.51 4.03
H -2.19 1.34 1.99
H 1.60 3.42 2.16
H 0.85 4.60 4.21
H 1.25 1.95 0.45
H -1.59 -1.47 -0.40
H -3.65 -1.97 -1.70
H -5.17 -0.11 -2.29
H -4.59 2.21 -1.70
H -2.44 2.73 -0.60
*
```


Record 2
Density functional theory data (wB97M-V/def2-TZVPD) for a structure of composition C23H16AsBeO6.

Output
LUMO energy ... -3.85 eV
ΔE to the lowest compared entry with this formula, charge and spin ... 23.6 kcal/mol
Total energy ... -3587.70989 Eh
Kohn-Sham gap ... 0.2433 Eh

Geometry as ORCA input:
```
! wB97M-V def2-TZVPD RIJCOSX def2/J DEFGRID3
* xyz 1 1
O -4.44 2.49 0.55
C -3.45 1.93 0.43
Be 0.19 -0.11 0.03
O -2.84 -0.98 1.44
C -1.98 -0.55 0.83
C 0.71 1.30 -0.98
O 1.85 1.17 -1.43
C 0.22 0.85 1.52
O 0.70 1.30 2.47
C -0.55 -0.13 -1.63
O -1.15 -0.29 -2.61
H 0.18 2.30 -0.95
O 0.96 -1.44 0.31
As 2.50 -2.26 0.04
C 3.86 -0.85 0.11
C 4.17 -0.26 1.35
C 5.27 0.61 1.41
C 6.02 0.87 0.27
C 5.68 0.32 -0.95
C 4.57 -0.52 -1.05
C 2.54 -3.57 1.45
C 2.49 -3.16 2.79
C 2.60 -4.12 3.80
C 2.71 -5.48 3.46
C 2.70 -5.88 2.12
C 2.62 -4.93 1.10
C 2.37 -3.13 -1.70
C 3.57 -3.52 -2.32
C 3.52 -4.23 -3.53
C 2.28 -4.52 -4.09
C 1.09 -4.13 -3.49
C 1.12 -3.42 -2.27
H 3.57 -0.43 2.25
H 5.56 1.04 2.37
H 6.92 1.46 0.35
H 6.26 0.54 -1.84
H 4.24 -0.87 -2.04
H 2.37 -2.11 3.06
H 2.61 -3.82 4.85
H 2.80 -6.22 4.26
H 2.77 -6.94 1.88
H 2.63 -5.26 0.07
H 4.53 -3.27 -1.88
H 4.45 -4.52 -4.01
H 2.25 -5.07 -5.03
H 0.13 -4.37 -3.94
H 0.19 -3.12 -1.78
*
```


Record 3
Density functional theory data (wB97M-V/def2-TZVPD) for a structure of composition C23H16AsI2N2O6S2W.

Output
LUMO energy (spin up / spin down) ... -11.85 / -11.85 eV
ΔE to the lowest compared entry with this formula, charge and spin ... 48.1 kcal/mol
Total energy ... -5140.53801 Eh
Kohn-Sham gap (spin up / spin down) ... 0.1962 / 0.1962 Eh

Geometry as ORCA input:
```
! wB97M-V def2-TZVPD RIJCOSX def2/J DEFGRID3
* xyz 3 1
W -1.23 0.97 0.36
I -1.95 -0.21 3.37
C -3.73 0.97 3.59
I -3.77 2.20 1.84
H -3.66 1.58 4.47
H -4.60 0.32 3.57
O 0.31 1.58 -3.86
As -1.20 1.88 -3.13
O -1.64 3.39 -2.91
O -0.43 1.34 -1.12
C -2.17 0.30 -3.51
C -1.89 -0.27 -4.75
C -2.65 -1.34 -5.20
C -3.68 -1.84 -4.43
C -3.96 -1.30 -3.18
C -3.21 -0.24 -2.72
S -3.58 0.35 -1.11
O -4.95 0.19 -0.81
O -2.95 1.70 -1.01
O -2.64 -0.42 -0.12
H 0.80 2.40 -4.07
H -1.09 0.13 -5.37
H -2.44 -1.76 -6.17
H -4.28 -2.67 -4.80
H -4.77 -1.70 -2.57
S 0.70 4.17 3.11
C -0.46 3.22 2.41
N -0.07 2.37 1.45
C 1.33 2.50 1.25
C 2.15 1.82 0.35
C 3.50 2.12 0.34
C 4.06 3.08 1.19
C 3.26 3.76 2.08
C 1.90 3.46 2.10
H -1.49 3.30 2.72
H 1.77 1.09 -0.34
H 4.14 1.61 -0.36
H 5.12 3.29 1.15
H 3.67 4.51 2.75
N 5.12 -6.30 2.50
C 4.37 -5.46 2.26
C 3.44 -4.42 1.96
C 3.59 -3.70 0.76
C 2.70 -2.70 0.47
C 1.65 -2.40 1.39
C 1.52 -3.14 2.60
C 2.41 -4.14 2.88
C 0.76 -1.40 1.09
C -0.04 -0.48 0.82
H 4.39 -3.95 0.09
H 2.79 -2.13 -0.44
H 0.72 -2.91 3.28
H 2.33 -4.72 3.79
*
```


Record 4
Density functional theory data (wB97M-V/def2-TZVPD) for a structure of composition C23H16AsNdO6.

Output
LUMO energy (spin up / spin down) ... -7.61 / -7.53 eV
ΔE to the lowest compared entry with this formula, charge and spin ... 4.2 kcal/mol
Total energy ... -4134.04336 Eh
Kohn-Sham gap (spin up / spin down) ... 0.2511 / 0.2547 Eh
⟨S²⟩ ... 3.756

Geometry as ORCA input:
```
! wB97M-V def2-TZVPD RIJCOSX def2/J DEFGRID3
* xyz 2 4
O 0.70 1.11 -7.42
C 0.65 0.68 -6.36
Nd -0.03 0.29 -3.31
O -2.58 1.45 -5.99
C -1.85 1.06 -5.21
C -2.47 -0.55 -2.67
O -3.33 -0.88 -1.98
C 1.03 -2.03 -2.86
O 1.36 -2.98 -2.29
C -0.94 -1.82 -4.40
O -1.58 -2.80 -4.52
H 0.57 -1.77 -4.61
O 0.00 0.47 -1.15
As 0.19 0.36 0.62
C -1.09 -0.91 1.29
C -1.26 -2.08 0.55
C -2.06 -3.09 1.08
C -2.75 -2.87 2.27
C -2.65 -1.66 2.96
C -1.79 -0.67 2.47
C 1.98 -0.35 0.88
C 2.17 -1.57 1.52
C 3.48 -2.02 1.73
C 4.56 -1.24 1.31
C 4.35 -0.05 0.62
C 3.05 0.40 0.38
C -0.28 2.15 1.19
C -1.62 2.48 1.37
C -1.93 3.72 1.94
C -0.91 4.62 2.27
C 0.42 4.30 1.98
C 0.75 3.05 1.45
H -0.77 -2.20 -0.41
H -2.14 -4.04 0.54
H -3.40 -3.65 2.66
H -3.25 -1.47 3.85
H -1.69 0.27 2.99
H 1.33 -2.14 1.89
H 3.66 -2.97 2.23
H 5.58 -1.58 1.48
H 5.18 0.56 0.28
H 2.85 1.34 -0.14
H -2.42 1.76 1.14
H -2.96 3.97 2.15
H -1.15 5.61 2.70
H 1.22 5.00 2.21
H 1.79 2.74 1.30
*
```